[1]
43
Properties=species:S:1:pos:R:3:mulliken_charge:R:1 method="wB97M-V/def2-TZVPD" total_charge=+1 lumo_ha=-0.1732
Pd -1.799 0.582 0.308 0.268
Cl 2.301 6.200 -1.722 -0.206
C 1.048 5.102 -1.311 0.143
C -0.223 5.594 -0.969 -0.468
C -1.201 4.722 -0.595 -0.738
C -0.993 3.311 -0.546 0.723
O -1.930 2.590 -0.076 -0.671
C 0.301 2.815 -0.972 -0.043
C 0.644 1.432 -1.059 0.470
N -0.196 0.440 -1.080 -0.524
C 0.195 -0.878 -1.219 0.489
C 1.380 -1.298 -1.808 -0.490
C 1.710 -2.653 -1.841 -0.969
C 0.868 -3.612 -1.336 -0.866
C -0.398 -3.243 -0.841 1.379
C -1.386 -4.173 -0.455 -0.665
C -2.610 -3.727 -0.024 -0.705
C -2.848 -2.352 0.049 -0.428
N -1.940 -1.460 -0.304 -0.406
C -0.732 -1.866 -0.771 0.456
C 1.293 3.745 -1.315 -0.957
H -0.404 6.658 -0.983 0.428
H -2.168 5.073 -0.267 0.456
H 1.714 1.219 -1.116 0.433
H 2.051 -0.579 -2.251 0.557
H 2.651 -2.941 -2.280 0.443
H 1.152 -4.652 -1.333 0.473
H -1.179 -5.227 -0.552 0.483
H -3.393 -4.415 0.248 0.444
H -3.800 -1.961 0.392 0.457
H 2.262 3.383 -1.625 0.443
S -2.321 0.063 2.615 -0.239
C -0.660 -0.292 2.407 0.230
N -0.250 -1.591 2.532 0.047
C 1.034 -1.987 2.370 -0.351
C 2.007 -1.074 2.107 -0.677
C 1.665 0.298 2.059 -0.369
C 0.359 0.682 2.205 -0.297
H -0.964 -2.269 2.775 0.315
H 1.229 -3.042 2.471 0.434
H 3.025 -1.389 1.964 0.474
H 2.441 1.038 1.931 0.526
H 0.066 1.730 2.217 0.496

=====

[2]
16
Properties=species:S:1:pos:R:3:mulliken_charge:R:1 method="wB97M-V/def2-TZVPD" total_charge=0 lumo_ha=0.0199
C 1.843 0.860 -0.249 -0.177
O 1.262 0.029 0.775 -0.731
C 1.676 0.309 -1.632 -1.023
H 2.874 0.953 0.088 0.252
H 1.329 1.824 -0.120 0.201
H 2.016 1.016 -2.402 0.346
H 0.658 0.031 -1.893 0.281
H 2.336 -0.551 -1.783 0.251
N -2.921 -0.313 1.124 -0.402
C -1.575 -0.260 1.066 0.136
N -0.789 -1.222 0.774 -0.435
H -3.403 -1.004 0.594 0.225
H -3.421 0.546 1.286 0.237
H -1.109 0.677 1.342 0.323
H 0.368 -0.762 0.536 0.349
H -1.144 -2.132 0.495 0.167

=====

[3]
14
Properties=species:S:1:pos:R:3:mulliken_spin:R:1 method="wB97M-V/def2-TZVPD" s2=0.751 total_charge=-1 lumo_ha="0.1567 / 0.1517" multiplicity=2
C 0.282 -0.833 -1.842 0.208
C -0.736 -0.735 -0.683 0.126
C -0.552 0.483 0.202 -1.182
C 0.396 0.493 1.141 3.532
N 0.642 1.534 2.038 -0.099
H -0.163 -0.667 -2.842 0.015
H 0.752 -1.805 -1.848 -0.091
H 0.993 -0.009 -1.778 -0.046
H -1.750 -0.755 -1.076 -0.018
H -0.659 -1.633 -0.079 -0.134
H -1.404 1.144 0.372 -0.148
H 1.119 -0.317 1.174 0.089
H 1.275 1.189 2.763 -0.880
H -0.194 1.911 2.458 -0.371

=====

[4]
10
Properties=species:S:1:pos:R:3:mulliken_spin:R:1 method="wB97M-V/def2-TZVPD" s2=2.010 total_charge=0 lumo_ha="0.0347 / -0.0726" multiplicity=3
C -0.708 -0.806 0.908 0.052
C -0.697 0.311 1.571 0.245
N -0.241 0.294 -1.115 0.269
N 0.953 0.021 -1.757 0.009
O -0.539 -0.942 -0.394 0.099
S -0.097 1.658 0.116 1.294
H -1.215 -1.583 1.538 0.027
H -0.464 0.672 2.531 -0.006
H 1.311 0.682 -2.347 0.000
H 1.696 -0.308 -1.051 0.011

=====

Here are the calculated energy above the lowest of the compared OMol25 structures with the same formula, charge and spin numbers, same order: 156.2; 189.7; 53.5; 466.3 (kJ/mol).